Record 1
ORCA calculation (ωB97M-V/def2-TZVPD) on C22H22N2O4 in the gas phase in a non-equilibrium geometry.

Structure (XYZ):
```
50
Properties=species:S:1:pos:R:3:mulliken_charge:R:1
C 4.851 0.702 4.287 -0.48
H 0.640 3.315 0.100 0.33
H -2.119 2.225 -3.256 0.39
C 4.479 1.557 3.238 0.32
O -0.701 2.453 -1.181 -0.37
C -2.769 -0.437 -0.562 -0.41
H 6.449 4.222 4.076 0.35
C -5.424 -3.194 -3.416 -0.88
C 5.756 1.106 5.254 -0.47
C 6.310 2.403 5.223 -0.47
H 0.427 -1.446 1.529 0.28
C -1.604 1.436 -1.347 0.33
H 4.809 3.459 2.307 0.47
C -3.620 -0.376 -1.649 0.68
H -3.694 -2.866 -4.828 0.24
N 3.153 1.792 1.204 -0.62
H 1.905 -2.328 1.193 0.37
C -2.342 1.441 -2.512 -0.83
C 5.979 3.238 4.147 -0.46
H -5.637 -0.832 -2.231 0.47
O -3.228 -3.797 -1.063 -0.58
C 1.403 1.439 -0.566 -0.69
H -5.340 -4.244 -3.482 0.29
H 6.029 0.448 6.074 0.37
H -3.974 0.644 -3.615 0.33
N -1.810 0.480 -0.416 -0.29
H -0.184 1.945 0.810 0.40
O -2.119 -3.653 -2.988 -0.48
C 3.584 1.066 2.211 0.40
H 2.036 2.022 -1.209 0.30
C 0.263 2.313 -0.131 -0.60
O 3.034 -0.165 2.289 -0.38
C -4.434 -2.345 -4.202 -0.56
H 1.055 0.580 -1.138 0.33
C 5.038 2.844 3.146 -0.42
C 1.332 -1.418 0.942 -1.36
H -4.816 -1.397 -4.617 0.23
H -1.500 -4.171 -2.506 0.37
C -4.298 -2.473 -2.682 1.42
C -3.409 0.561 -2.681 -0.20
H -5.065 -1.705 -0.832 0.42
H 1.047 -1.404 -0.128 0.27
C 2.145 -0.202 1.274 0.66
H -6.425 -2.862 -3.292 0.27
H 4.453 -0.297 4.373 0.39
C -4.759 -1.336 -1.792 -1.65
H -2.929 -1.214 0.174 0.39
C -3.136 -3.335 -2.185 0.18
H 6.949 2.792 6.020 0.37
C 2.207 1.017 0.635 0.56
```

Its orbital gap is 8.45 eV. Its multiplicity is 1. Its SMILES is Cc1oc(-c2ccccc2)nc1CCOc1ccc(CC2(C(=O)O)CC2)cn1. The HOMO energy comes out at -7.91 eV. As for the total energy: -34340.5682 eV.



Record 2
ORCA calculation (ωB97M-V/def2-TZVPD) on C22H22N2O5S in the gas phase in a non-equilibrium geometry.

Structure (XYZ):
```
52
Properties=species:S:1:pos:R:3:mulliken_charge:R:1
C 1.186 -2.548 0.533 0.00
H -0.899 -1.979 4.453 0.16
S -1.543 -0.794 4.488 -0.29
H 2.464 0.643 -2.251 0.02
N -0.758 4.418 3.606 -0.75
C -0.699 -2.349 -3.727 -0.64
H -1.086 -0.921 -0.436 -0.27
C 0.711 -0.522 -4.386 -0.63
H 0.829 -2.022 2.653 0.55
H 1.546 -0.112 -4.941 0.46
H 0.961 -2.544 -5.017 0.38
O -1.490 4.162 0.705 -0.57
C -1.159 -0.167 -2.944 0.23
C -1.201 -0.308 0.449 0.24
H -0.165 1.709 -1.393 -0.10
C -1.218 1.683 -1.085 0.16
C -1.450 1.813 1.430 -0.12
C 2.443 -1.681 0.636 0.41
C -1.534 1.224 2.684 0.10
H 0.561 -3.729 2.205 0.28
H 2.242 1.741 -0.845 0.15
C 0.453 -2.690 1.877 -0.52
H 0.139 1.388 -3.589 0.55
H 1.546 -3.534 0.210 0.50
H 0.549 -2.189 -0.278 -0.23
H 3.727 1.815 -1.765 0.45
C -1.249 -0.893 1.692 0.64
N -1.693 3.527 2.953 0.29
C -1.082 -2.405 1.761 -1.67
H -1.537 -2.902 0.903 0.43
H 3.474 0.548 0.585 0.32
O 3.015 -1.555 1.693 -0.60
H -1.630 2.692 -1.105 0.58
C -1.546 3.322 1.572 0.13
H -0.339 5.032 2.916 0.29
O -3.154 0.964 -2.329 -0.58
H -1.532 -2.751 2.694 0.46
C -1.483 -1.499 -2.980 -0.34
C 2.956 1.128 -1.407 -0.70
C -1.305 1.069 0.299 -0.11
C -1.720 2.321 3.716 0.02
H -0.013 3.881 4.043 0.24
C -0.075 0.324 -3.639 -0.21
H -0.944 -3.404 -3.755 0.43
C -1.435 -0.131 2.848 0.73
O -1.888 2.214 4.903 -0.54
O 2.843 -1.144 -0.537 -0.29
H 4.576 -0.072 -0.717 0.29
C 3.543 0.104 -0.405 -0.27
H -2.347 -1.857 -2.429 0.47
C -1.966 0.832 -2.131 -0.09
C 0.375 -1.852 -4.417 -0.41
```

Its orbital gap is 8.43 eV. Its multiplicity is 1. Its SMILES is CCOC(=O)CCCc1cc(CC(=O)c2ccccc2)c2c(c1S)C(=O)N(N)C2=O. The HOMO energy comes out at -8.97 eV. As for the total energy: -47223.1149 eV.



Record 3
ORCA calculation (ωB97M-V/def2-TZVPD) on a molecular structure, C22H22N3O3PPd in a non-equilibrium geometry.

Structure (XYZ):
```
52
Properties=species:S:1:pos:R:3:mulliken_charge:R:1
O -5.406 0.200 0.398 -0.50
H -1.005 1.487 -3.065 0.28
H -2.709 1.854 2.422 0.26
C -3.560 0.045 1.955 -0.07
C 4.778 -0.108 2.669 -0.49
O -4.090 4.202 -0.918 -0.27
C -1.623 -3.266 1.082 -0.37
H 5.065 2.000 2.383 0.44
H 3.447 -0.821 -1.116 0.47
C 3.177 -0.598 -3.230 -0.82
C -3.794 1.572 -1.380 -0.64
H -1.852 0.563 2.983 0.26
N -0.354 1.481 -2.278 -0.14
C 2.817 -0.430 -1.902 -0.66
H -4.343 0.165 2.713 0.44
H 2.981 2.286 1.089 0.43
C -4.224 0.357 0.605 0.23
C -0.590 -1.865 -0.582 -0.28
C 1.621 0.216 -1.597 0.64
C 2.465 0.199 1.194 0.23
C 0.809 0.730 -2.619 0.08
C 3.272 1.310 1.454 -0.41
O -2.106 3.276 -0.236 -0.34
H 0.129 -0.771 2.565 0.84
H 4.096 -1.111 -3.470 0.44
C 2.352 -0.137 -4.247 -0.70
P 1.033 0.374 0.113 1.77
H 2.187 -1.923 1.460 0.45
H 2.642 -0.264 -5.280 0.42
H 0.523 0.856 -4.745 0.45
N -3.360 0.818 -0.356 0.08
C -0.326 -1.372 1.784 -0.49
H -4.862 1.712 -1.523 0.38
H -1.773 -3.587 -1.028 0.50
Pd -1.225 1.132 0.079 -0.05
N -2.404 0.904 2.197 -0.43
H -1.282 -2.729 3.131 0.49
C -1.371 -2.959 -0.250 -0.81
H -3.252 -1.006 1.946 0.04
H -0.118 2.458 -2.068 0.27
H -3.178 1.598 -2.271 0.30
C -1.097 -2.473 2.098 -1.17
H 4.255 -2.191 2.758 0.45
C 3.974 -1.211 2.404 -0.78
C -3.184 3.536 -0.663 0.70
C 2.809 -1.066 1.680 -0.09
C 4.435 1.148 2.183 -0.77
H -0.345 -1.668 -1.617 0.51
H 5.666 -0.227 3.269 0.43
H -2.217 -4.131 1.336 0.46
C 1.160 0.504 -3.947 -0.51
C -0.044 -1.068 0.437 0.06
```

Its orbital gap (alpha / beta) is 6.16 / 6.10 eV. Its multiplicity is 1. The HOMO energy (alpha / beta) comes out at -14.93 / -14.60 eV. The net charge is +2. As for the total energy: -46536.2531 eV.



Record 4
ORCA calculation (ωB97M-V/def2-TZVPD) on a molecular structure, C22H22N4O3 in a non-equilibrium geometry.

Structure (XYZ):
```
51
Properties=species:S:1:pos:R:3:mulliken_charge:R:1
H -1.852 -1.311 -2.126 0.74
C -2.218 -3.758 -1.329 0.09
N -2.456 -3.952 -2.455 -0.63
H -1.889 1.169 0.140 0.54
C -1.909 -3.664 3.523 -0.42
H 0.455 -4.081 2.304 0.70
C 1.895 -2.604 2.195 -0.34
C 0.564 1.881 -1.572 1.25
H 1.444 6.791 -4.473 0.40
H 0.406 -0.563 0.897 -0.34
O -2.121 -1.848 1.819 -0.27
C -2.266 -3.165 -0.152 0.64
H 0.395 -1.437 -1.333 0.42
C 0.652 -1.402 4.271 -0.69
H 0.094 5.856 -4.436 0.47
C 1.605 2.698 -0.869 -0.73
C -2.140 -1.981 0.275 0.54
C 2.658 -1.556 2.875 -0.82
H 2.032 2.637 0.266 0.14
N -2.025 -0.603 -0.262 -0.01
C 1.252 4.220 -2.652 0.83
H -0.440 1.253 -3.363 0.02
C 0.540 3.171 -3.517 -1.62
H 0.289 3.482 -4.295 1.06
H 2.587 -3.304 1.354 0.17
C -2.092 -3.114 2.058 0.33
C 1.757 -0.957 3.633 -0.01
H 0.283 -0.263 -2.649 0.68
C 1.052 5.904 -4.330 -1.11
O -1.233 -2.682 4.234 -0.52
C -1.485 -0.599 -1.610 -1.18
C 0.675 -3.185 2.692 -0.94
H -1.427 -4.871 3.404 0.19
H -2.831 -3.663 4.095 0.36
C 1.840 3.971 -1.429 -0.62
H 1.583 5.397 -5.171 0.35
C -1.327 0.337 0.461 -1.35
H 3.493 -1.203 2.443 0.55
O 1.607 5.430 -2.965 -0.41
C 0.204 2.133 -2.844 -0.49
C -0.153 -0.592 -1.634 -0.90
H 2.287 4.659 -0.859 0.55
H 0.512 1.317 1.118 0.18
H -1.636 0.371 1.517 0.56
C 0.367 -2.552 3.682 1.06
C 0.089 0.297 0.297 0.04
H 0.074 -0.814 4.923 0.52
N -2.130 -4.078 0.895 -0.66
H 2.244 -0.030 4.076 0.20
H -2.028 0.284 -2.172 0.27
N 0.727 0.572 -0.949 0.19
```

Its orbital gap is 7.84 eV. Its multiplicity is 1. The HOMO energy comes out at -7.40 eV. As for the total energy: -35254.8169 eV.